(1)
DFT (wB97M-V/def2-TZVPD) results for 10 unconnected molecules or ions with the total composition C31H83Cl10N6O14P5.

Bonds (Å) are listed after each position.
Positions of all 149 atoms, in Å:
1 C 1.65 0.38 4.58  N2 1.526, H12 1.090, H13 1.090, H14 1.090
2 N 1.85 -0.75 5.58  C1 1.526, C3 1.442, P4 1.690
3 C 0.60 -1.26 6.09  N2 1.442, H15 1.090, H16 1.090, H17 1.090
4 P 3.13 -1.82 5.30  N2 1.690, O5 1.465, N6 1.664, N9 1.754
5 O 2.86 -2.59 4.08  P4 1.465
6 N 4.43 -0.79 5.23  P4 1.664, C7 1.479, C8 1.423
7 C 5.41 -0.83 4.13  N6 1.479, H18 1.090, H19 1.090, H20 1.090
8 C 4.78 0.19 6.21  N6 1.423, H21 1.090, H22 1.090, H23 1.090
9 N 3.29 -2.70 6.81  P4 1.754, C10 1.437, C11 1.458
10 C 3.91 -3.99 6.90  N9 1.437, H24 1.090, H25 1.090, H26 1.090
11 C 3.29 -1.96 8.08  N9 1.458, H27 1.090, H28 1.090, H29 1.090
12 H 1.25 1.19 5.19  C1 1.090
13 H 0.93 0.01 3.85  C1 1.090
14 H 2.59 0.72 4.14  C1 1.090
15 H -0.06 -1.63 5.30  C3 1.090
16 H 0.15 -0.45 6.66  C3 1.090
17 H 0.89 -2.11 6.69  C3 1.090
18 H 4.94 -0.36 3.26  C7 1.090
19 H 6.32 -0.26 4.32  C7 1.090
20 H 5.72 -1.83 3.82  C7 1.090
21 H 5.33 -0.25 7.04  C8 1.090
22 H 5.37 0.97 5.71  C8 1.090
23 H 3.92 0.70 6.64  C8 1.090
24 H 3.78 -4.61 6.01  C10 1.090
25 H 4.86 -4.04 7.43  C10 1.090
26 H 3.35 -4.56 7.64  C10 1.090
27 H 4.33 -1.84 8.36  C11 1.090
28 H 2.77 -2.48 8.88  C11 1.090
29 H 2.95 -0.93 7.99  C11 1.090
30 C -0.87 1.59 -4.01  N31 1.467, H41 1.090, H42 1.090, H43 1.090
31 N -0.06 2.68 -4.56  C30 1.467, C32 1.477, P33 1.672
32 C 0.88 2.31 -5.64  N31 1.477, H44 1.090, H45 1.090, H46 1.090
33 P -0.51 4.29 -4.54  N31 1.672, O34 1.517, N35 1.691, N38 1.710
34 O 0.54 5.24 -5.10  P33 1.517
35 N -1.99 4.40 -5.35  P33 1.691, C36 1.461, C37 1.418
36 C -3.24 3.76 -4.95  N35 1.461, H47 1.090, H48 1.090, H49 1.090
37 C -2.10 5.19 -6.52  N35 1.418, H50 1.090, H51 1.090, H52 1.090
38 N -1.01 4.55 -2.93  P33 1.710, C39 1.447, C40 1.487
39 C -0.10 4.27 -1.84  N38 1.447, H53 1.090, H54 1.090, H55 1.090
40 C -1.99 5.61 -2.57  N38 1.487, H56 1.090, H57 1.090, H58 1.090
41 H -1.56 1.23 -4.79  C30 1.090
42 H -1.44 1.83 -3.11  C30 1.090
43 H -0.21 0.77 -3.74  C30 1.090
44 H 1.68 3.04 -5.61  C32 1.090
45 H 0.39 2.20 -6.60  C32 1.090
46 H 1.37 1.35 -5.47  C32 1.090
47 H -3.12 3.25 -3.99  C36 1.090
48 H -4.08 4.45 -4.90  C36 1.090
49 H -3.51 2.96 -5.64  C36 1.090
50 H -2.93 5.89 -6.42  C37 1.090
51 H -1.17 5.73 -6.70  C37 1.090
52 H -2.13 4.60 -7.43  C37 1.090
53 H 0.58 5.12 -1.76  C39 1.090
54 H -0.57 4.14 -0.87  C39 1.090
55 H 0.57 3.43 -2.04  C39 1.090
56 H -2.17 6.15 -3.50  C40 1.090
57 H -1.61 6.27 -1.80  C40 1.090
58 H -2.92 5.16 -2.22  C40 1.090
59 C 2.53 4.36 1.24  O60 1.452, H67 1.090, H68 1.090, H69 1.090
60 O 1.09 4.20 1.40  C59 1.452, P61 1.662
61 P 0.34 4.82 2.75  O60 1.662, O62 1.483, O63 1.648, O65 1.610
62 O 0.60 6.25 3.02  P61 1.483
63 O 0.78 3.72 3.90  P61 1.648, C64 1.430
64 C 0.27 4.11 5.18  O63 1.430, H70 1.090, H71 1.090, H72 1.090
65 O -1.19 4.42 2.45  P61 1.610, C66 1.405
66 C -1.81 5.03 1.35  O65 1.405, H73 1.090, H74 1.090, H75 1.090
67 H 2.77 5.13 0.50  C59 1.090
68 H 2.75 3.34 0.94  C59 1.090
69 H 3.04 4.68 2.15  C59 1.090
70 H 1.07 4.12 5.93  C64 1.090
71 H -0.47 3.38 5.52  C64 1.090
72 H -0.13 5.11 5.34  C64 1.090
73 H -1.18 5.79 0.89  C66 1.090
74 H -2.69 5.59 1.67  C66 1.090
75 H -2.06 4.27 0.61  C66 1.090
76 C 1.47 -3.19 -3.32  O77 1.375, H84 1.090, H85 1.090, H86 1.090
77 O 0.11 -3.36 -3.37  C76 1.375, P78 1.654
78 P -0.74 -3.02 -4.75  O77 1.654, O79 1.490, O80 1.648, O82 1.622
79 O -2.21 -3.21 -4.62  P78 1.490
80 O -0.06 -4.04 -5.85  P78 1.648, C81 1.431
81 C -0.62 -5.36 -5.88  O80 1.431, H87 1.090, H88 1.090, H89 1.090
82 O -0.16 -1.59 -5.26  P78 1.622, C83 1.382
83 C 0.22 -1.21 -6.54  O82 1.382, H90 1.090, H91 1.090, H92 1.090
84 H 1.91 -4.17 -3.14  C76 1.090
85 H 1.71 -2.61 -2.42  C76 1.090
86 H 1.91 -2.71 -4.20  C76 1.090
87 H 0.14 -6.13 -5.82  C81 1.090
88 H -1.21 -5.45 -6.79  C81 1.090
89 H -1.33 -5.58 -5.09  C81 1.090
90 H -0.28 -0.26 -6.73  C83 1.090
91 H -0.09 -1.99 -7.24  C83 1.090
92 H 1.31 -1.22 -6.59  C83 1.090
93 C -3.82 0.37 0.98  O94 1.423, H101 1.090, H102 1.090, H103 1.090
94 O -3.09 -0.78 0.60  C93 1.423, P95 1.589
95 P -1.54 -0.81 0.97  O94 1.589, O96 1.521, O97 1.637, O99 1.630
96 O -1.20 -1.38 2.34  P95 1.521
97 O -1.00 0.72 0.75  P95 1.637, C98 1.402
98 C 0.24 1.03 1.32  O97 1.402, H104 1.090, H105 1.090, H106 1.090
99 O -0.90 -1.62 -0.29  P95 1.630, C100 1.404
100 C -0.78 -1.02 -1.55  O99 1.404, H107 1.090, H108 1.090, H109 1.090
101 H -4.16 0.94 0.11  C93 1.090
102 H -3.27 1.14 1.52  C93 1.090
103 H -4.65 -0.02 1.57  C93 1.090
104 H 0.80 1.64 0.62  C98 1.090
105 H 0.88 0.14 1.33  C98 1.090
106 H 0.21 1.53 2.29  C98 1.090
107 H -1.28 -0.06 -1.49  C100 1.090
108 H -1.21 -1.65 -2.33  C100 1.090
109 H 0.24 -0.97 -1.94  C100 1.090
110 Cl -6.02 -3.83 1.92  C111 1.794
111 C -4.69 -3.88 3.12  Cl110 1.794, C112 1.489, H114 1.090, H115 1.090
112 C -4.15 -2.50 3.28  C111 1.489, Cl113 1.754, H116 1.090, H117 1.090
113 Cl -5.33 -1.52 4.13  C112 1.754
114 H -3.93 -4.55 2.70  C111 1.090
115 H -5.01 -4.26 4.09  C111 1.090
116 H -3.90 -2.02 2.34  C112 1.090
117 H -3.28 -2.55 3.94  C112 1.090
118 Cl 2.21 0.86 -2.65  C119 1.806
119 C 3.87 0.18 -2.46  Cl118 1.806, C120 1.536, H122 1.090, H123 1.090
120 C 4.72 1.14 -1.61  C119 1.536, Cl121 1.791, H124 1.090, H125 1.090
121 Cl 4.24 0.97 0.10  C120 1.791
122 H 4.34 0.19 -3.45  C119 1.090
123 H 3.94 -0.85 -2.12  C119 1.090
124 H 4.61 2.20 -1.86  C120 1.090
125 H 5.79 0.93 -1.69  C120 1.090
126 Cl -6.53 -0.87 -0.75  C127 1.798
127 C -5.56 -1.83 -1.92  Cl126 1.798, C128 1.519, H130 1.090, H131 1.090
128 C -5.06 -1.06 -3.13  C127 1.519, Cl129 1.783, H132 1.090, H133 1.090
129 Cl -3.85 0.20 -2.75  C128 1.783
130 H -6.18 -2.69 -2.17  C127 1.090
131 H -4.65 -2.25 -1.51  C127 1.090
132 H -5.87 -0.58 -3.68  C128 1.090
133 H -4.56 -1.77 -3.79  C128 1.090
134 Cl -1.86 -6.54 -2.77  C135 1.806
135 C -1.85 -5.89 -1.09  Cl134 1.806, C136 1.484, H138 1.090, H139 1.090
136 C -2.61 -4.62 -0.99  C135 1.484, Cl137 1.792, H140 1.090, H141 1.090
137 Cl -4.33 -5.04 -1.21  C136 1.792
138 H -0.77 -5.74 -1.00  C135 1.090
139 H -2.06 -6.70 -0.39  C135 1.090
140 H -2.29 -3.88 -1.73  C136 1.090
141 H -2.50 -4.19 0.01  C136 1.090
142 Cl 4.18 -3.18 -0.06  C143 1.777
143 C 2.87 -2.36 0.81  Cl142 1.777, C144 1.558, H146 1.090, H147 1.090
144 C 1.72 -3.30 1.27  C143 1.558, Cl145 1.784, H148 1.090, H149 1.090
145 Cl 0.85 -3.99 -0.13  C144 1.784
146 H 2.48 -1.48 0.29  C143 1.090
147 H 3.34 -1.90 1.68  C143 1.090
148 H 1.07 -2.76 1.95  C144 1.090
149 H 1.98 -4.16 1.90  C144 1.090

The frontier orbital gap comes out at 8.77 eV. The structure (SMILES) is CN(C)P(=O)(N(C)C)N(C)C.CN(C)P(=O)(N(C)C)N(C)C.COP(=O)(OC)OC.COP(=O)(OC)OC.COP(=O)(OC)OC.ClCCCl.ClCCCl.ClCCCl.ClCCCl.ClCCCl. As for the spin multiplicity: 1. The calculation puts the LUMO energy at 0.26 eV. The calculation puts the HOMO energy at -8.508 eV. The value obtained for the total energy is -8921.87483 hartree.

These are the Mulliken partial charges, in e, on atoms 1 to 99: -0.83 0.51 -1.13 0.34 -0.82 0.52 -1.18 -1.11 0.30 -1.16 -1.21 0.35 -0.03 0.29 0.24 0.30 0.39 0.37 0.44 0.28 0.20 0.48 0.37 0.30 0.32 0.39 0.38 0.36 0.33 -0.51 0.81 -1.11 0.41 -0.91 0.41 -0.95 -1.20 0.50 -0.89 -1.16 0.15 0.08 0.03 0.39 0.29 0.19 0.18 0.33 0.30 0.33 0.36 0.31 0.47 -0.01 0.12 0.41 0.41 0.20 -0.68 0.26 0.61 -0.74 -0.03 -0.95 -0.27 -0.72 0.23 0.13 0.34 0.30 0.32 0.40 0.34 0.42 0.17 -0.36 0.48 0.28 -0.76 -0.40 -0.56 0.27 -0.77 0.28 -0.17 0.31 0.28 0.32 0.04 0.17 0.36 0.26 -0.86 0.24 -0.39 -0.82 0.36 -0.02 0.31

---

(2)
DFT (wB97M-V/def2-TZVPD) results for 5 unconnected molecules or ions with the total composition C12H22N3O17S5.

Bonds (Å) are listed after each position.
Positions of all 59 atoms, in Å:
1 N -7.09 4.23 -7.29  C2 1.466, H10 1.030
2 C -7.35 3.37 -6.13  N1 1.466, C3 1.586, H11 1.119, H12 1.148
3 C -6.25 3.56 -5.01  C2 1.586, S4 1.880, H13 1.123, H14 1.121
4 S -5.36 1.97 -4.54  C3 1.880, C5 1.803
5 C -3.96 1.94 -5.67  S4 1.803, N6 1.336, O9 1.378
6 N -2.88 2.71 -5.76  C5 1.336, N7 1.375
7 N -2.18 2.24 -6.85  N6 1.375, C8 1.333
8 C -2.88 1.22 -7.36  N7 1.333, O9 1.389, H15 1.110
9 O -4.04 0.97 -6.65  C5 1.378, C8 1.389
10 H -6.75 5.15 -6.95  N1 1.030
11 H -7.45 2.32 -6.51  C2 1.119
12 H -8.34 3.70 -5.67  C2 1.148
13 H -6.66 3.98 -4.05  C3 1.123
14 H -5.45 4.24 -5.40  C3 1.121
15 H -2.63 0.62 -8.26  C8 1.110
16 C -1.68 -0.39 -2.30  C17 1.517, O22 1.429, H23 1.093, H24 1.089
17 C -1.02 0.25 -1.10  C16 1.517, O18 1.429, H25 1.088, H26 1.093
18 O -1.89 1.32 -0.72  C17 1.429, S19 1.618
19 S -3.41 0.90 -1.05  O18 1.618, O20 1.426, O21 1.416, O22 1.616
20 O -4.01 0.40 0.14  S19 1.426
21 O -4.00 1.92 -1.84  S19 1.416
22 O -3.08 -0.36 -2.01  C16 1.429, S19 1.616
23 H -1.51 0.19 -3.21  C16 1.093
24 H -1.35 -1.42 -2.45  C16 1.089
25 H -0.02 0.63 -1.33  C17 1.088
26 H -0.95 -0.44 -0.26  C17 1.093
27 C 0.82 0.64 3.36  C28 1.515, O33 1.433, H34 1.093, H35 1.088
28 C 0.31 -0.72 3.78  C27 1.515, O29 1.433, H36 1.088, H37 1.091
29 O 0.58 -1.58 2.67  C28 1.433, S30 1.610
30 S 1.92 -1.08 1.94  O29 1.610, O31 1.427, O32 1.422, O33 1.612
31 O 3.02 -1.87 2.41  S30 1.427
32 O 1.64 -0.91 0.55  S30 1.422
33 O 2.02 0.37 2.62  C27 1.433, S30 1.612
34 H 0.11 1.14 2.69  C27 1.093
35 H 1.03 1.29 4.21  C27 1.088
36 H -0.76 -0.72 4.01  C28 1.088
37 H 0.86 -1.10 4.65  C28 1.091
38 C 6.37 -0.53 0.29  C39 1.516, O44 1.429, H45 1.093, H46 1.089
39 C 5.07 0.19 0.61  C38 1.516, O40 1.430, H47 1.088, H48 1.093
40 O 5.37 1.58 0.45  C39 1.430, S41 1.615
41 S 6.47 1.75 -0.72  O40 1.615, O42 1.421, O43 1.422, O44 1.616
42 O 5.80 2.06 -1.93  S41 1.421
43 O 7.55 2.52 -0.21  S41 1.422
44 O 6.94 0.20 -0.79  C38 1.429, S41 1.616
45 H 7.07 -0.48 1.14  C38 1.093
46 H 6.21 -1.57 0.01  C38 1.089
47 H 4.73 -0.01 1.63  C39 1.088
48 H 4.29 -0.08 -0.10  C39 1.093
49 C 2.67 -4.87 5.98  C50 1.517, O55 1.430, H56 1.093, H57 1.089
50 C 3.32 -4.22 7.19  C49 1.517, O51 1.430, H58 1.088, H59 1.093
51 O 2.43 -3.16 7.56  C50 1.430, S52 1.615
52 S 0.92 -3.60 7.22  O51 1.615, O53 1.421, O54 1.422, O55 1.613
53 O 0.31 -4.10 8.40  S52 1.421
54 O 0.33 -2.57 6.43  S52 1.422
55 O 1.26 -4.85 6.26  C49 1.430, S52 1.613
56 H 2.84 -4.29 5.08  C49 1.093
57 H 3.01 -5.89 5.83  C49 1.089
58 H 4.31 -3.84 6.97  C50 1.088
59 H 3.38 -4.92 8.03  C50 1.093

The frontier orbital gap comes out at 2.42 eV. Its energy above the lowest of the compared OMol25 structures with the same formula, charge and spin is 21.9 kcal per mole. As for the spin multiplicity: 1. Its charge is -1. The calculation puts the LUMO energy at 1.03 eV. The calculation puts the HOMO energy at -1.391 eV. The value obtained for the total energy is -3904.54760 hartree.

Formally, the Mulliken partial charges of the atoms, in units of the elementary charge, are as follows: -0.90 0.00 -0.71 -0.31 0.47 -0.32 -0.42 0.01 -0.20 0.05 0.13 0.19 0.35 0.29 0.38 -0.27 -0.20 -0.32 1.06 -0.60 -0.39 -0.33 0.28 0.31 0.29 0.15 -0.27 -0.31 -0.29 1.10 -0.54 -0.48 -0.27 0.26 0.31 0.34 0.21 -0.31 -0.08 -0.32 1.09 -0.53 -0.53 -0.33 0.31 0.30 0.24 0.14 -0.20 -0.34 -0.31 1.06 -0.56 -0.46 -0.30 0.20 0.30 0.32 0.29